Computed, not measured: a structure of composition C35H44CrN6O2SSeSi, with ωB97M-V/def2-TZVPD.

Each line ends with the Mulliken spin population.
Geometry (Å):
Cr: 2.5559 1.3731 -0.1740  3.9635
O: 1.5219 -1.7328 -1.2894  0.0097
C: 1.9796 -1.4095 -2.6103  -0.0116
C: 1.6538 0.0084 -3.0160  0.0346
C: 1.1989 0.0642 -4.3262  0.0008
C: 0.7015 1.2454 -4.7991  0.0123
C: 0.8087 2.3662 -3.9573  -0.0127
C: 1.1672 2.2335 -2.5827  0.0507
N: 1.6012 1.0309 -2.0772  -0.0741
H: 1.0959 -2.6118 -1.2715  0.0038
H: 1.5629 -2.0379 -3.3815  0.0024
H: 3.0720 -1.5735 -2.6420  0.0030
H: 1.2033 -0.8636 -4.8545  0.0001
H: 0.3030 1.4502 -5.8033  0.0007
H: 0.4983 3.3306 -4.2844  -0.0009
H: 1.1994 3.1268 -1.9519  -0.0034
Se: 8.7811 3.9732 -3.8085  0.0644
N: 8.3405 2.3683 -3.0843  0.0527
C: 7.2074 2.5733 -2.4676  -0.0197
C: 6.5306 1.4305 -1.8368  0.0872
C: 7.0487 0.1157 -1.6776  -0.0043
C: 6.1951 -0.8856 -1.2348  0.1738
C: 4.8925 -0.5207 -0.9112  -0.0475
N: 4.3654 0.6881 -1.1008  0.0576
C: 5.2146 1.7250 -1.4614  0.0935
C: 4.7376 3.0946 -1.3902  0.2099
N: 3.5524 3.2411 -0.7199  0.0757
C: 3.0780 4.4432 -0.3834  -0.0550
C: 3.7616 5.5915 -0.6900  0.1890
C: 4.9904 5.5373 -1.3757  -0.0669
C: 5.4877 4.2436 -1.6476  0.1157
C: 6.6819 4.0055 -2.4029  0.0023
N: 7.4972 4.8842 -2.8978  0.0899
H: 8.1281 -0.0504 -1.7920  -0.0046
H: 6.4531 -1.9784 -1.1414  0.0149
H: 4.2086 -1.3190 -0.5133  -0.0078
H: 2.0975 4.4650 0.0385  -0.0025
H: 3.2494 6.5548 -0.6187  0.0174
H: 5.6497 6.3893 -1.5765  -0.0059
O: 0.8521 2.2185 0.4415  -0.0120
N: 0.8334 2.4294 1.8016  -0.0237
C: -0.1208 3.3270 2.1781  0.0021
C: -0.3285 3.5633 3.5205  0.0005
C: 0.3858 2.7448 4.4265  0.0065
C: 1.3974 1.9422 4.0347  0.0102
C: 1.7789 1.8623 2.6272  0.0275
S: 3.3113 1.3518 2.0206  -0.0260
H: -0.6516 3.7629 1.3067  0.0014
H: -0.9225 4.3767 3.8600  0.0003
H: 0.1592 2.8595 5.4903  0.0010
H: 2.0771 1.4803 4.7630  -0.0013
C: -1.9032 -4.4283 1.2333  0.0005
C: -2.6920 -3.5077 2.1846  0.0036
C: -1.6054 -2.5891 2.7960  0.0039
C: -3.4649 -4.3363 3.2396  0.0015
Si: -3.7830 -2.3007 1.1468  0.0048
C: -4.2530 -2.7638 -0.7046  0.0029
C: -5.1806 -4.0360 -0.5556  0.0021
C: -4.8662 -1.5549 -1.3986  -0.0025
C: -2.9798 -3.1367 -1.5064  -0.0014
C: -5.0169 -1.0386 2.0561  0.0024
C: -4.6507 0.3263 1.3835  -0.0018
C: -6.4607 -1.4959 1.8120  0.0015
C: -4.7897 -0.9170 3.5738  0.0008
H: -1.2915 -5.1182 1.7893  0.0001
H: -1.1106 -3.8631 0.6698  -0.0026
H: -2.5647 -5.0765 0.6024  0.0001
H: -0.7520 -3.2471 3.0788  0.0002
H: -1.9273 -2.0576 3.7011  -0.0001
H: -1.1687 -1.8444 2.0346  -0.0060
H: -2.7312 -5.0284 3.7600  -0.0001
H: -4.2319 -4.9231 2.7617  -0.0005
H: -3.9461 -3.6739 3.9935  0.0001
H: -6.1744 -3.7782 -0.1456  0.0002
H: -4.8241 -4.8311 0.1494  -0.0002
H: -5.3742 -4.5185 -1.5573  -0.0001
H: -5.7317 -1.1168 -0.8993  -0.0003
H: -5.1425 -1.7200 -2.4106  0.0001
H: -4.1333 -0.7457 -1.3877  -0.0003
H: -2.4740 -4.0586 -1.1986  -0.0004
H: -2.1570 -2.3696 -1.3913  -0.0015
H: -3.2105 -3.2278 -2.5713  0.0005
H: -4.2700 0.2269 0.3488  -0.0002
H: -3.8307 0.7181 1.9835  -0.0024
H: -5.5429 0.9923 1.4832  0.0005
H: -6.7106 -1.6152 0.7417  0.0000
H: -7.1279 -0.7777 2.2368  0.0000
H: -6.6935 -2.5065 2.2642  -0.0002
H: -3.9177 -0.3652 3.8289  -0.0008
H: -4.7470 -1.8658 4.0740  0.0000
H: -5.6120 -0.3184 4.0442  0.0000

- gap between HOMO and LUMO (spin up / spin down) (hartree) = 0.074 / 0.081
- spin multiplicity = 6
- relative energy (zero: lowest compared OMol25 entry of this formula, charge and spin) (kcal per mole) = 109.2
- total charge = -1

=====

Computed, not measured: the molecule C22H25N3O3, with ωB97M-V/def2-TZVPD.

Each line ends with the natural charge from an NBO analysis.
Geometry (Å):
C: -3.9724 2.2618 -2.7751  -0.2555
O: -2.8881 2.1466 -1.8828  -0.5198
C: -3.2526 1.6830 -0.6023  0.0393
C: -2.1289 1.9046 0.3822  -0.0553
C: -2.3674 1.7106 1.7375  -0.1592
C: -1.3488 1.8907 2.6555  -0.2328
C: -0.0877 2.2731 2.2273  -0.2243
C: 0.1517 2.4649 0.8776  -0.2083
C: -0.8631 2.2732 -0.0449  -0.1945
C: -3.5775 0.2187 -0.6513  0.4270
N: -4.6707 -0.3265 -1.0724  -0.2891
N: -4.5065 -1.6633 -0.9808  -0.2981
C: -3.3197 -1.8682 -0.5113  0.4816
C: -2.6638 -3.1663 -0.2282  -0.4617
C: -1.5187 -2.9739 0.7650  -0.4968
C: -0.3779 -2.2314 0.0713  0.6985
O: -0.2086 -2.3168 -1.1303  -0.6468
N: 0.4357 -1.4948 0.8600  -0.4410
C: 0.3183 -1.4139 2.2962  -0.4098
C: 1.4922 -0.7274 0.2321  -0.2073
C: 2.8458 -1.4526 0.2787  -0.4288
C: 3.8978 -0.5972 -0.3653  -0.0382
C: 4.0656 -0.6132 -1.7443  -0.2063
C: 5.0059 0.2017 -2.3482  -0.2028
C: 5.7890 1.0470 -1.5800  -0.2211
C: 5.6256 1.0735 -0.2059  -0.2252
C: 4.6836 0.2576 0.3961  -0.1642
O: -2.6723 -0.7066 -0.2735  -0.4133
H: -3.5449 2.5676 -3.7275  0.1960
H: -4.6823 3.0215 -2.4267  0.1661
H: -4.5019 1.3111 -2.8914  0.1961
H: -4.1626 2.2098 -0.2638  0.2054
H: -3.3549 1.4225 2.0719  0.2049
H: -1.5413 1.7417 3.7084  0.2143
H: 0.7040 2.4225 2.9471  0.2140
H: 1.1316 2.7687 0.5382  0.2193
H: -0.6880 2.4160 -1.0986  0.2380
H: -2.2537 -3.5533 -1.1662  0.2652
H: -3.4150 -3.8662 0.1374  0.2429
H: -1.8708 -2.4256 1.6374  0.2203
H: -1.1453 -3.9481 1.0894  0.2387
H: 0.2328 -2.4055 2.7435  0.2009
H: -0.5441 -0.8081 2.5920  0.2057
H: 1.2130 -0.9387 2.6918  0.2125
H: 1.2058 -0.5701 -0.8099  0.2406
H: 1.5644 0.2431 0.7286  0.2013
H: 2.7477 -2.3995 -0.2546  0.2230
H: 3.1139 -1.6636 1.3165  0.2014
H: 3.4544 -1.2716 -2.3442  0.2153
H: 5.1291 0.1778 -3.4210  0.2132
H: 6.5248 1.6823 -2.0506  0.2126
H: 6.2339 1.7303 0.3989  0.2106
H: 4.5625 0.2804 1.4705  0.1955

- gap between HOMO and LUMO (hartree) = 0.351
- relative energy (zero: lowest compared OMol25 entry of this formula, charge and spin) (kcal per mole) = 75.5

=====

Computed, not measured: a structure of composition C43H42N11O2Pt, with ωB97M-V/def2-TZVPD.

Each line ends with the Mulliken charge.
Geometry (Å):
Pt: 1.1679 1.9533 -1.2230  0.6323
C: 6.1613 -0.7666 -1.6790  -0.5976
C: 4.8397 -1.1348 -1.4937  -0.7883
C: 3.8643 -0.1656 -1.3300  1.7753
C: 4.2209 1.1751 -1.3619  0.1645
C: 5.5581 1.5555 -1.5368  -0.5669
C: 6.5183 0.5821 -1.6937  -0.6504
N: 3.1994 2.1670 -1.2161  1.1967
N: 3.6379 3.3177 -1.0046  -0.8359
C: 2.6617 4.3035 -0.9026  0.2025
C: 3.0504 5.6196 -0.7675  -0.3915
C: 2.0778 6.6042 -0.7919  -0.4004
C: 0.7543 6.2303 -0.9569  -0.8925
C: 0.4371 4.8864 -1.0427  -0.0819
N: 1.3728 3.9344 -0.9860  0.0064
H: 6.9208 -1.5258 -1.8127  0.4268
H: 4.5561 -2.1786 -1.4763  0.4637
H: 2.8389 -0.4407 -1.1566  -1.0744
H: 5.8237 2.6015 -1.5615  0.4741
H: 7.5508 0.8713 -1.8344  0.3986
H: 4.1040 5.8394 -0.6676  0.5145
H: 2.3471 7.6474 -0.7017  0.4192
H: -0.0331 6.9668 -1.0256  0.4458
H: -0.5838 4.5600 -1.1624  0.6337
C: -4.2139 0.9060 -1.5272  -1.5294
N: -2.9291 1.4008 -1.0248  1.0746
C: -1.7171 1.0734 -1.4531  -0.3314
N: -0.8316 1.8433 -0.8239  -0.1348
C: -1.5849 2.5977 0.0292  -0.7098
N: -2.8617 2.3609 -0.0726  -1.0414
C: -4.5383 -0.5031 -1.1115  0.8624
C: -5.3664 -1.2479 -1.9438  -0.9957
C: -5.7290 -2.5445 -1.5904  -0.7990
C: -5.2589 -3.0921 -0.4051  -0.9412
C: -4.4360 -2.3314 0.4251  0.2058
C: -4.0819 -1.0431 0.0700  0.1930
C: -3.9475 -2.9360 1.6614  0.4652
N: -4.0399 -4.1725 2.0118  -0.5096
N: -3.4215 -4.2671 3.2561  -0.5407
C: -3.0155 -3.0778 3.5470  0.7823
O: -3.3109 -2.1868 2.5798  -0.1863
C: -2.3095 -2.6373 4.7452  -0.0394
C: -1.9061 -3.5920 5.6789  -1.0344
C: -1.2242 -3.1869 6.8117  -0.7807
C: -0.9423 -1.8369 7.0137  -0.6604
C: -1.3593 -0.8873 6.0921  1.1126
C: -1.0372 0.5762 6.2939  -1.4779
N: -0.0803 1.0753 5.3102  0.9199
C: -0.3068 1.5918 4.0915  -0.0448
N: 0.8280 1.8429 3.4738  -0.4276
C: 1.7471 1.4417 4.3926  -0.2959
N: 1.2462 0.9690 5.5182  -0.9254
C: -2.0403 -1.2961 4.9574  0.1498
H: -4.1813 0.9704 -2.6139  0.4943
H: -4.9718 1.6036 -1.1753  0.3495
H: -1.4994 0.3134 -2.1841  0.6163
H: -1.1717 3.3002 0.7332  0.7964
H: -5.7222 -0.8216 -2.8754  0.4756
H: -6.3724 -3.1243 -2.2387  0.4107
H: -5.5218 -4.0966 -0.1048  0.5655
H: -3.4447 -0.4663 0.7312  0.7371
H: -2.1310 -4.6343 5.4998  0.5373
H: -0.9069 -3.9201 7.5412  0.4001
H: -0.3908 -1.5245 7.8923  0.3974
H: -0.5916 0.7318 7.2726  0.3994
H: -1.9347 1.1896 6.2161  0.3662
H: -1.2980 1.7805 3.7077  0.4096
H: 2.8107 1.5055 4.2293  0.4294
H: -2.3773 -0.5664 4.2291  0.4659
C: -0.7416 -1.6833 0.2910  -0.8728
C: 0.5080 -2.3966 -0.2250  0.3344
C: 1.7263 -1.9926 0.6141  -1.5316
C: 0.7109 -2.2563 -1.7305  0.9042
C: 0.7832 -3.4287 -2.4665  -1.1920
C: 0.9504 -3.4137 -3.8398  -1.4686
C: 1.0022 -2.1915 -4.4706  -1.2473
C: 0.9475 -0.9668 -3.7908  0.7341
C: 1.0540 0.2399 -4.7348  0.5219
C: 2.4141 0.9349 -4.6899  -1.2735
C: -0.0774 1.2646 -4.6608  -1.1661
C: 0.8511 -1.0067 -2.3791  1.1158
O: 0.9292 0.0170 -1.4925  -1.2797
H: -0.9091 -1.9358 1.3425  0.3946
H: -1.6233 -1.9850 -0.2765  0.2946
H: -0.6192 -0.6028 0.2225  -0.1574
H: 0.3456 -3.4637 -0.0586  0.7423
H: 1.8314 -0.9079 0.6556  0.1650
H: 2.6467 -2.4220 0.2121  0.2754
H: 1.6102 -2.3533 1.6381  0.5449
H: 0.7024 -4.3748 -1.9429  0.4542
H: 1.0339 -4.3323 -4.4051  0.4121
H: 1.0906 -2.1671 -5.5514  0.3935
H: 0.9745 -0.1987 -5.7304  0.5950
H: 2.5396 1.4694 -3.7542  0.0089
H: 2.5052 1.6586 -5.5043  0.4966
H: 3.2266 0.2127 -4.7803  0.3333
H: 0.0090 1.9048 -3.7834  -0.0089
H: -1.0532 0.7749 -4.6549  0.2727
H: -0.0416 1.9183 -5.5353  0.5200

- gap between HOMO and LUMO (hartree) = 0.195
- relative energy (zero: lowest compared OMol25 entry of this formula, charge and spin) (kcal per mole) = 0.0
- total charge = +1

=====

Computed, not measured: a cluster of 2 separate species, C8H16O5 in total, with ωB97M-V/def2-TZVPD.

Each line ends with the Mulliken spin population.
Geometry (Å):
O: -1.2798 -2.8281 1.0560  0.0098
C: -0.1541 -2.0617 1.0293  0.0024
C: 0.6588 -2.1225 -0.2632  0.0094
O: -0.0713 -1.5697 -1.3380  -0.0033
C: 0.5889 -1.6453 -2.5693  0.0038
H: 0.5889 -2.3284 1.8301  -0.0003
H: -0.3457 -0.9716 1.1994  -0.0138
H: 0.9218 -3.1748 -0.4896  0.0023
H: -0.0582 -1.1852 -3.3284  0.0005
H: 1.5525 -1.1032 -2.5469  0.0001
H: 0.7910 -2.6937 -2.8515  0.0012
H: 1.5977 -1.5144 -0.1370  -0.0071
O: -2.7358 0.0551 -2.0334  0.0029
C: -1.9437 0.4397 -1.2067  0.0114
C: -0.9444 1.5393 -1.5013  0.0188
O: -0.3322 2.0325 -0.3359  0.1007
C: 0.8008 1.4151 0.0863  0.7650
C: 1.3639 1.8705 1.3782  0.0447
O: 0.8717 1.1995 2.5361  0.0467
C: -0.4887 1.4277 2.8037  0.0123
H: -1.9287 0.0316 -0.1732  -0.0069
H: -0.1986 1.1594 -2.2191  -0.0151
H: -1.4781 2.3721 -1.9788  -0.0026
H: 1.1544 0.5554 -0.4830  0.0084
H: 2.4469 1.6913 1.3818  0.0033
H: 1.1882 2.9571 1.4875  0.0060
H: -0.7245 0.9383 3.7567  0.0027
H: -0.7018 2.5080 2.8902  0.0030
H: -1.1397 1.0059 2.0201  -0.0068

- gap between HOMO and LUMO (spin up / spin down) (hartree) = 0.208 / 0.201
- spin multiplicity = 2
- relative energy (zero: lowest compared OMol25 entry of this formula, charge and spin) (kcal per mole) = 16.7
- total charge = -1

=====

Computed, not measured: the molecule C3H5NO, with ωB97M-V/def2-TZVPD.

Each line ends with the natural charge from an NBO analysis.
Geometry (Å):
C: 1.6873 1.5196 -1.2129  -0.4010
C: 0.5268 1.1941 -1.1411  0.3022
O: -0.5533 0.6060 -0.9750  -0.3858
N: -0.6851 0.1955 0.5723  -0.2665
C: -0.9064 -1.1959 0.7450  -0.4481
H: 2.6107 1.9956 -1.1010  0.2326
H: 0.2647 0.4152 0.9140  0.3514
H: -1.7322 -1.4865 0.1125  0.2157
H: -0.1008 -1.8975 0.3561  0.1765
H: -1.1117 -1.3460 1.7300  0.2230

- gap between HOMO and LUMO (hartree) = 0.365
- relative energy (zero: lowest compared OMol25 entry of this formula, charge and spin) (kcal per mole) = 116.4

=====

What did we get for strongest force on any atom? Answer: 0.057 0.027 0.012 0.026 0.098 hartree/bohr, in the order shown.